A 2-piece molecular cluster, C7H13NO overall, computed with ωB97M-V with the def2-TZVPD basis set.

The geometry in XYZ format:
```
22
C7H13NO | OMol25 | ωB97M-V with the def2-TZVPD basis set
C 1.010 0.515 0.866
C 0.108 1.637 0.693
C -2.466 -0.180 -0.164
C 0.468 -0.927 -0.584
N 2.381 0.739 0.633
C -0.357 -0.336 -1.533
C -1.541 0.318 -1.242
C 0.992 -2.101 -0.304
O 0.795 -0.193 2.034
H 1.317 -1.014 2.003
H 2.924 -0.113 0.565
H 2.556 1.336 -0.164
H 0.131 -0.089 -2.473
H -2.027 0.836 -2.063
H -0.549 1.498 -0.314
H -0.718 1.633 1.397
H 0.604 2.603 0.688
H 0.688 -3.013 -0.805
H 1.806 -2.214 0.410
H -1.905 -0.581 0.682
H -3.102 0.626 0.209
H -3.115 -0.980 -0.532
```

electronic energy	-11003.8387	eV
lowest unoccupied orbital energy	0.8	eV
relative energy (zero: lowest compared OMol25 entry of this formula, charge and spin)	3.914	eV

***

One molecule with the formula C7H13NO, computed with ωB97M-V with the def2-TZVPD basis set.

The geometry in XYZ format:
```
22
C7H13NO | OMol25 | ωB97M-V with the def2-TZVPD basis set
C 0.046 -1.982 0.561
C -0.298 -0.581 0.269
C -1.446 -0.252 1.484
C -1.918 1.089 0.511
N -1.069 0.204 -0.664
C -0.165 0.979 -1.346
C 1.254 0.411 -1.228
O 2.293 1.243 -1.783
C 1.173 0.201 0.237
H 0.718 -2.226 1.474
H -0.718 -2.764 0.677
H 0.762 -2.345 -0.155
H -2.170 -1.252 1.363
H -0.974 0.034 2.566
H -2.833 1.522 0.299
H -1.264 1.919 1.090
H -0.177 2.040 -1.259
H -0.527 1.000 -2.412
H 1.251 -0.576 -1.558
H 3.019 0.600 -1.610
H 1.824 -0.456 0.721
H 1.219 1.193 0.764
```

electronic energy	-11001.6727	eV
lowest unoccupied orbital energy	0.8	eV
relative energy (zero: lowest compared OMol25 entry of this formula, charge and spin)	6.080	eV

***

A 2-piece molecular cluster, C7H13NO3P overall, computed with ωB97M-V with the def2-TZVPD basis set.

The geometry in XYZ format:
```
25
C7H13NO3P | OMol25 | ωB97M-V with the def2-TZVPD basis set
N -0.157 1.781 0.125
C -1.103 2.382 -0.890
P -2.753 2.243 -0.105
O -2.541 2.047 1.319
O -3.554 3.537 -0.393
O -3.502 0.996 -0.707
H 0.767 1.586 -0.264
H -0.569 0.914 0.481
H -0.125 2.428 0.917
H -0.809 3.413 -1.031
H -1.037 1.873 -1.842
H -4.259 3.563 0.285
H -3.084 0.179 -0.385
C 3.230 -2.422 0.533
C 2.287 -2.270 1.540
C 0.949 -2.088 1.215
C 0.558 -2.068 -0.119
C 1.502 -2.221 -1.127
C 2.839 -2.395 -0.799
H 4.272 -2.562 0.787
H 2.593 -2.295 2.577
H 0.213 -1.966 2.001
H -0.489 -1.935 -0.374
H 1.196 -2.207 -2.165
H 3.576 -2.512 -1.582
```

electronic energy	-24386.8661	eV
charge	+1
lowest unoccupied orbital energy	-3.7	eV

***

C7H13O as an isolated structure, computed with ωB97M-V with the def2-TZVPD basis set.

The geometry in XYZ format:
```
21
C7H13O | OMol25 | ωB97M-V with the def2-TZVPD basis set
C 1.152 2.574 -0.985
O 2.335 3.202 -0.992
C 1.218 1.243 -0.247
C -0.043 0.828 0.470
C 0.028 -0.663 0.732
C -2.441 -3.427 -0.100
C -1.337 -2.762 0.691
C -1.128 -1.408 0.429
H 0.765 2.396 -2.013
H 0.304 3.188 -0.496
H 2.003 1.723 0.626
H 1.716 0.336 -0.565
H -0.894 0.993 -0.197
H -0.258 1.481 1.342
H 0.658 -0.941 1.572
H 2.537 1.883 1.218
H -2.673 -4.475 0.126
H -2.266 -3.371 -1.183
H -3.386 -2.899 0.081
H -0.742 -3.262 1.447
H -1.824 -0.930 -0.273
```

electronic energy	-9510.4347	eV
charge	-1
lowest unoccupied orbital energy	2.3	eV
relative energy (zero: lowest compared OMol25 entry of this formula, charge and spin)	5.980	eV

***

A 2-piece molecular cluster, C7H13O2 overall, computed with ωB97M-V with the def2-TZVPD basis set.

The geometry in XYZ format:
```
22
C7H13O2 | OMol25 | ωB97M-V with the def2-TZVPD basis set
C -0.304 -2.366 -1.145
C 0.790 -1.310 -0.982
C -1.585 -1.571 -0.862
C 0.207 -0.104 -1.729
C -1.318 -0.161 -1.451
H -0.181 -3.241 -0.478
H -0.306 -2.735 -2.189
H 1.776 -1.626 -1.373
H 0.913 -1.071 0.091
H -1.729 -1.500 0.233
H -2.489 -2.045 -1.291
H 0.396 -0.227 -2.813
H 0.660 0.856 -1.416
H -1.891 -0.004 -2.385
H -1.621 0.625 -0.734
O -0.356 1.087 2.867
O -0.548 3.175 1.983
C 0.077 2.220 2.520
C 1.595 2.459 2.753
H 2.145 2.129 1.856
H 1.808 3.527 2.925
H 1.960 1.883 3.621
```

electronic energy	-11566.3999	eV
charge	-1
lowest unoccupied orbital energy	3.5	eV
relative energy (zero: lowest compared OMol25 entry of this formula, charge and spin)	0.277	eV

***

One molecule with the formula C7H14, computed with ωB97M-V with the def2-TZVPD basis set.

The geometry in XYZ format:
```
21
C7H14 | OMol25 | ωB97M-V with the def2-TZVPD basis set
C 1.509 2.584 1.644
C 0.210 1.855 1.336
C 0.250 0.513 1.146
C -1.112 -0.083 0.682
C -1.148 -1.069 -0.482
C 0.026 -1.064 -1.522
C 0.103 -2.403 -2.430
H 1.375 2.934 2.648
H 2.436 1.969 1.529
H 1.641 3.554 1.118
H -0.603 2.423 0.994
H 1.319 -0.069 1.207
H -1.296 -0.630 1.742
H -1.464 0.799 0.207
H -2.037 -1.072 -1.104
H -1.125 -2.017 0.125
H 0.055 -0.112 -2.015
H 0.932 -1.145 -0.870
H -0.372 -3.297 -1.716
H 0.953 -2.877 -2.887
H -0.835 -2.461 -3.226
```

electronic energy	-7482.4417	eV
lowest unoccupied orbital energy	1.2	eV
relative energy (zero: lowest compared OMol25 entry of this formula, charge and spin)	3.853	eV

***

One molecule with the formula C7H14, computed with ωB97M-V with the def2-TZVPD basis set.

The geometry in XYZ format:
```
21
C7H14 | OMol25 | ωB97M-V with the def2-TZVPD basis set
C -1.430 1.292 0.510
C -1.280 -0.248 0.527
C -2.367 -0.894 -0.344
C 0.128 -0.830 0.111
C 1.279 0.172 0.097
C 2.751 -0.072 0.282
C 2.227 0.395 -1.049
H -0.476 1.810 0.429
H -2.035 1.641 -0.334
H -1.892 1.663 1.431
H -1.460 -0.570 1.561
H -3.381 -0.685 0.019
H -2.300 -0.511 -1.371
H -2.246 -1.983 -0.386
H 0.352 -1.657 0.799
H 0.028 -1.290 -0.882
H 1.018 1.105 0.574
H 3.266 0.654 0.907
H 3.156 -1.077 0.348
H 2.253 -0.333 -1.857
H 2.411 1.416 -1.373
```

electronic energy	-7484.8642	eV
lowest unoccupied orbital energy	1.2	eV
relative energy (zero: lowest compared OMol25 entry of this formula, charge and spin)	1.430	eV

***

One molecule with the formula C7H14, computed with ωB97M-V with the def2-TZVPD basis set.

The geometry in XYZ format:
```
21
C7H14 | OMol25 | ωB97M-V with the def2-TZVPD basis set
C -0.133 -1.819 0.205
C 0.973 -0.778 0.019
C 2.021 -1.298 -0.965
C 0.413 0.578 -0.437
C -0.409 1.298 0.612
C -1.478 2.276 0.215
C -1.857 0.966 0.843
H -0.666 -1.980 -0.742
H 0.284 -2.784 0.518
H -0.865 -1.509 0.955
H 1.466 -0.624 0.991
H 2.458 -2.239 -0.611
H 1.570 -1.491 -1.947
H 2.836 -0.579 -1.106
H 1.249 1.228 -0.733
H -0.195 0.431 -1.344
H 0.156 1.562 1.506
H -1.600 3.184 0.798
H -1.680 2.398 -0.847
H -2.315 0.215 0.204
H -2.229 0.968 1.864
```

electronic energy	-7485.5032	eV
lowest unoccupied orbital energy	1.2	eV
relative energy (zero: lowest compared OMol25 entry of this formula, charge and spin)	0.791	eV

***

One molecule with the formula C7H14, computed with ωB97M-V with the def2-TZVPD basis set.

The geometry in XYZ format:
```
21
C7H14 | OMol25 | ωB97M-V with the def2-TZVPD basis set
C -1.439 1.440 0.177
C -1.285 -0.138 0.408
C -2.382 -0.865 -0.389
C 0.253 -1.103 0.283
C 1.353 -0.072 0.374
C 2.857 -0.161 0.234
C 2.025 0.528 -0.820
H -0.567 1.886 -0.302
H -2.310 1.725 -0.453
H -1.597 2.008 1.111
H -1.355 -0.279 1.472
H -3.354 -0.945 0.118
H -2.584 -0.391 -1.363
H -2.027 -1.874 -0.585
H 0.461 -1.937 1.028
H 0.135 -1.663 -0.650
H 1.088 0.782 1.097
H 3.406 0.450 0.946
H 3.396 -1.061 -0.064
H 1.983 0.068 -1.808
H 1.941 1.603 -0.815
```

electronic energy	-7483.5220	eV
lowest unoccupied orbital energy	1.2	eV
relative energy (zero: lowest compared OMol25 entry of this formula, charge and spin)	2.772	eV

***

C7H14 as an isolated structure, computed with ωB97M-V with the def2-TZVPD basis set.

The geometry in XYZ format:
```
21
C7H14 | OMol25 | ωB97M-V with the def2-TZVPD basis set
C 0.701 1.979 0.841
C 0.610 0.933 -0.221
C -0.466 -0.002 -0.197
C -1.748 0.325 0.335
C -0.444 -1.094 -1.305
C -0.077 -1.556 0.021
C 1.323 -1.947 0.420
H 1.605 2.586 0.742
H -0.164 2.657 0.830
H 0.708 1.516 1.846
H -0.762 1.980 -1.289
H 1.523 0.654 -0.740
H -1.849 1.090 1.096
H -2.548 -0.409 0.284
H -1.516 1.847 -1.071
H -1.419 -1.344 -1.710
H 0.346 -0.960 -2.039
H -0.851 -2.071 0.581
H 1.530 -1.660 1.455
H 2.076 -1.486 -0.223
H 1.424 -3.037 0.344
```

electronic energy	-7480.9069	eV
lowest unoccupied orbital energy (alpha / beta)	0.6 / 0.6	eV
relative energy (zero: lowest compared OMol25 entry of this formula, charge and spin)	5.387	eV